No. 1
Density functional theory data (ωB97M-V with the def2-TZVPD basis set) for a cluster of 4 separate species, C15H36F8N4O10P2S2 in total.

For the HOMO-LUMO gap, the calculation gives 7.348 eV. The value obtained for the molecular weight is 710.54 g mol⁻¹. The SMILES is O=P(O)(O)PN(S(=O)(=O)F)S(=O)(=O)C(F)(F)C(F)(F)C(F)(F)F.COC[C@@H](C)N.COC[C@@H](C)N.COC[C@@H](C)N. For the LUMO energy, the calculation gives -2.0 eV. The HOMO energy is -0.3432 Ha.

Structure (XYZ):
```
77
Properties=species:S:1:pos:R:3:forces:R:3:mulliken_charge:R:1
O 0.85212 1.49441 3.70687 2.4 -2.2 -1.0 -0.598
P 1.96622 0.55540 3.27033 -1.9 4.2 2.1 1.002
O 2.99584 0.25046 4.57700 -0.7 -0.1 -3.7 -0.475
O 2.79124 1.26107 1.94001 -1.3 -2.9 2.0 -0.393
P 1.22434 -1.37934 2.47677 2.0 -0.9 -2.1 -0.044
N 0.39723 -2.31583 3.71654 -2.6 1.8 -0.4 -0.009
S -0.10868 -3.88883 3.25064 4.9 -7.8 -0.5 1.236
O 0.44704 -4.18768 1.87867 -3.2 2.6 3.2 -0.543
O 0.55658 -4.85774 4.19343 -3.1 3.7 -1.7 -0.550
F -1.73648 -4.15962 3.38028 2.7 1.6 -0.5 -0.169
S -0.57414 -1.51096 4.85684 1.1 -1.7 10.3 0.992
O -1.14767 -2.58107 5.76401 0.7 2.1 -4.2 -0.680
O 0.21424 -0.62036 5.78841 -1.5 -1.6 -4.6 -0.534
C -2.02368 -0.51831 4.25878 -2.5 2.2 0.7 0.735
F -3.19586 -1.02501 4.87935 2.7 0.5 -1.4 -0.246
F -1.89524 0.78926 4.77379 0.0 -3.1 -1.5 -0.217
C -2.31270 -0.46299 2.70074 -1.2 1.8 -0.7 0.396
F -2.11178 -1.65298 1.99782 0.3 2.1 1.4 -0.244
F -1.59511 0.63796 2.16894 -1.0 -2.9 0.9 -0.233
C -3.86746 -0.06767 2.44695 -0.8 0.9 -2.1 0.519
F -4.71789 -1.16748 2.47725 1.7 2.5 0.5 -0.213
F -3.89928 0.39584 1.10467 0.0 -1.0 2.7 -0.251
F -4.28592 1.00512 3.22090 0.7 -2.8 -1.3 -0.231
H 3.78405 -0.19420 4.19181 -0.2 0.2 0.6 0.332
H 2.35854 0.84945 1.14925 0.6 0.8 0.1 0.249
H 0.28709 -0.94279 1.45809 0.1 0.1 1.2 0.139
C -6.31812 -1.22812 -3.48931 0.4 -0.1 -0.1 -0.650
O -5.53498 -1.00338 -2.32919 -0.4 0.1 0.2 -0.403
C -6.26744 -1.02628 -1.10836 0.2 0.0 0.2 -0.263
C -6.50540 -2.43893 -0.53785 0.0 0.0 -0.4 0.476
C -7.61049 -3.20655 -1.25773 -0.2 -0.1 0.1 -1.532
N -5.27796 -3.24340 -0.55495 0.1 0.3 0.0 -0.668
H -7.32020 -0.79934 -3.39959 0.0 -0.1 0.1 0.304
H -6.37910 -2.29694 -3.70322 -0.2 0.0 -0.1 0.230
H -5.81369 -0.75250 -4.33300 0.0 0.0 0.1 0.265
H -5.65441 -0.47397 -0.39044 0.0 -0.1 -0.1 -0.064
H -7.20608 -0.46749 -1.20789 -0.1 -0.1 -0.1 0.429
H -6.82240 -2.32051 0.50403 0.1 0.1 0.0 0.352
H -7.29604 -3.57568 -2.23574 0.1 0.1 0.1 0.284
H -7.91016 -4.07864 -0.67073 0.1 0.1 0.0 0.369
H -8.49639 -2.58061 -1.39695 0.1 0.0 0.0 0.354
H -4.56927 -2.76818 0.00126 -0.1 -0.1 0.1 0.180
H -4.90360 -3.20488 -1.50318 -0.1 -0.1 0.1 0.336
C 2.00897 5.84834 -2.37637 0.1 -0.2 -0.3 -0.645
O 3.09448 5.08675 -1.87356 -0.1 0.2 0.4 -0.393
C 3.09512 4.92105 -0.45942 0.3 -0.3 0.0 -0.865
C 2.20063 3.77155 0.04443 -0.2 0.3 -0.2 0.798
C 0.71396 4.11518 0.04886 -0.2 -0.1 0.1 -1.486
N 2.40446 2.54520 -0.73899 0.3 -0.1 0.0 -0.609
H 1.71662 6.65032 -1.69285 0.0 -0.1 0.1 0.299
H 1.15727 5.19899 -2.58787 -0.2 0.2 0.1 0.225
H 2.32227 6.29739 -3.32106 0.1 0.0 0.1 0.261
H 4.12996 4.68165 -0.19444 0.0 0.0 -0.1 0.336
H 2.85793 5.86640 0.04277 -0.2 0.0 0.0 0.473
H 2.48553 3.56684 1.08098 0.1 0.0 -0.1 0.257
H 0.27940 4.11144 -0.95282 0.1 0.0 0.0 0.306
H 0.15743 3.38206 0.63931 0.1 0.0 0.0 0.214
H 0.54021 5.09870 0.49336 0.0 -0.1 0.0 0.373
H 3.38359 2.27143 -0.66630 -0.1 0.0 0.0 0.166
H 2.29824 2.79326 -1.72296 -0.1 -0.1 0.1 0.330
C 6.00635 -0.48818 -0.69048 0.0 -0.3 0.2 -0.720
O 4.86087 -1.22895 -1.07715 -0.1 0.4 -0.1 -0.364
C 4.20660 -0.73890 -2.24336 -0.2 -0.3 -0.1 -0.291
C 4.82809 -1.22046 -3.56990 0.3 0.0 0.3 0.265
C 6.11450 -0.48716 -3.93886 0.1 0.2 -0.2 -1.399
N 5.09135 -2.66400 -3.55220 -0.3 0.0 0.2 -0.750
H 5.89408 0.58086 -0.89370 0.0 0.0 -0.1 0.295
H 6.89529 -0.87893 -1.18888 0.1 0.2 0.0 0.256
H 6.14674 -0.62218 0.38426 -0.1 0.0 -0.1 0.278
H 3.18528 -1.12931 -2.19064 0.1 -0.1 0.1 0.336
H 4.12195 0.35450 -2.21049 0.2 0.0 0.0 0.082
H 4.10179 -1.01487 -4.36361 -0.1 0.0 0.1 0.430
H 6.96755 -0.80885 -3.33846 -0.1 0.0 0.0 0.290
H 6.37230 -0.67726 -4.98385 0.0 0.0 0.1 0.355
H 5.99885 0.59365 -3.81751 0.0 -0.1 0.0 0.332
H 4.21290 -3.15395 -3.39280 0.1 0.0 -0.2 0.274
H 5.63250 -2.86331 -2.71072 0.0 0.0 -0.2 0.324
```
Forces are in eV/Å.


No. 2
Density functional theory data (ωB97M-V with the def2-TZVPD basis set) for a cluster of 10 separate species, C27H78N4O14 in total.

For the HOMO-LUMO gap (spin up / spin down), the calculation gives 7.456 / 1.937 eV. As for the expectation value of S²: 0.755. The value obtained for the molecular weight is 682.94 g mol⁻¹. For the LUMO energy (spin up / spin down), the calculation gives -2.6 / -8.1 eV. The multiplicity is 2. The HOMO energy (spin up / spin down) is -0.3699 / -0.3699 Ha. As for the total charge: +1. Its energy above the lowest of the compared OMol25 structures with the same formula, charge and spin is 0.000 eV.

Structure (XYZ):
```
123
Properties=species:S:1:pos:R:3:forces:R:3:mulliken_charge:R:1
C 2.08940 6.94705 -4.38685 -0.5 0.4 -1.4 -0.785
O 1.40124 5.98976 -3.65343 1.4 -0.9 1.9 -0.256
C 2.20986 5.62289 -2.48458 -2.0 -0.2 -0.1 -0.625
C 1.28861 4.78690 -1.60392 -0.8 0.0 -0.4 -0.592
N 0.82288 3.58857 -2.29417 1.0 -0.1 0.4 -0.348
C -0.03182 2.72294 -1.51527 -0.4 -1.4 -1.3 0.684
C -0.56534 1.61732 -2.49111 -1.0 0.7 0.4 -0.652
O -1.77737 2.16967 -3.02073 -0.4 -0.4 -0.9 -0.297
C -2.57639 1.17810 -3.65178 0.0 -0.9 0.0 -0.842
H 2.21054 7.89646 -3.86529 0.0 0.1 0.2 0.298
H 1.45713 7.10222 -5.26107 0.2 0.3 -0.1 0.245
H 3.06268 6.62371 -4.75601 0.2 -0.2 0.2 0.313
H 2.42958 6.54048 -1.93881 0.4 0.1 0.0 0.413
H 3.09770 5.04849 -2.74900 0.1 0.2 -0.3 0.344
H 0.40126 5.37988 -1.38238 -0.1 0.6 0.3 0.259
H 1.72965 4.54941 -0.63584 0.4 -0.2 -0.1 0.331
H 0.29675 3.89415 -3.10034 0.0 0.0 -0.2 0.407
H -0.90518 3.22311 -1.09673 -0.2 0.1 0.1 0.239
H 0.45686 2.20949 -0.68722 0.5 0.2 0.0 -0.611
H -0.82353 0.67135 -2.01511 0.0 -0.1 0.6 0.056
H 0.09072 1.33764 -3.31540 0.5 0.4 0.1 0.596
H -3.50703 1.49963 -4.11936 0.1 1.0 0.4 0.343
H -2.85135 0.40380 -2.93558 -0.1 -0.1 0.4 0.217
H -2.10155 0.62003 -4.45873 0.7 0.2 -0.1 0.377
C 6.04637 3.89516 2.18267 -0.6 1.1 -0.7 -0.818
O 4.65207 3.99859 2.65308 1.6 -1.3 1.4 -0.298
C 4.47210 3.21187 3.87025 0.0 0.3 -1.4 -0.424
C 3.16419 3.64802 4.48454 -0.9 0.4 -1.6 -0.639
N 1.95108 3.02014 3.73343 1.5 -0.5 3.8 0.212
C 1.76813 1.62146 4.01845 0.1 -0.4 -1.7 0.290
C 0.84046 1.33433 5.19897 -2.7 -0.2 1.7 -0.965
O -0.57649 1.55819 4.99996 3.2 1.4 0.2 -0.317
C -1.38314 0.47268 4.70425 -0.9 -0.4 -0.7 -0.522
H 6.30636 2.98290 1.64574 -0.5 -0.3 0.3 0.313
H 6.81992 4.09850 2.92319 -0.4 -0.2 0.6 0.335
H 6.15229 4.71110 1.46775 -0.2 -0.1 -0.1 0.287
H 5.31288 3.26141 4.56215 0.0 0.6 0.1 0.483
H 4.44000 2.15392 3.60984 -0.1 -0.2 -0.1 0.266
H 3.02956 4.72802 4.42471 0.2 0.0 -0.3 0.427
H 3.04401 3.43519 5.54678 -0.1 -0.7 0.1 0.427
H 1.11100 3.51490 3.99721 -0.6 0.6 -0.9 0.359
H 2.71672 1.09337 4.11544 0.0 0.2 0.2 0.266
H 1.24978 1.14647 3.18551 -0.1 0.0 -0.4 -0.267
H 1.05863 1.90769 6.09995 0.5 0.3 -0.2 0.356
H 0.96447 0.29163 5.49139 0.4 -0.2 -0.3 0.471
H -1.02026 -0.12950 3.87130 0.2 0.0 -0.2 0.133
H -2.29050 0.98539 4.38499 -0.4 -0.7 0.1 0.275
H -1.54086 -0.18845 5.55639 -0.1 0.1 0.2 0.388
C 0.64023 -4.98382 0.47621 1.0 0.8 -0.4 -0.330
O 1.10033 -6.15308 -0.20810 -1.7 0.2 1.0 -0.285
C 0.42597 -7.31061 0.34256 0.6 0.0 -0.7 -0.620
C 0.95790 -8.55053 -0.36222 -1.0 -0.3 0.5 -0.662
N 0.45978 -8.70936 -1.73930 0.4 0.6 0.8 -0.406
C 1.24468 -9.77885 -2.35438 -0.9 -0.1 -1.8 -0.488
C 1.06371 -9.67066 -3.91358 0.9 -0.7 -0.3 -0.454
O 1.92166 -10.55852 -4.67784 0.2 -0.1 1.6 -0.334
C 1.61499 -10.57220 -6.06048 -0.4 1.5 1.3 -0.698
H 0.93910 -4.93629 1.52336 0.1 -0.5 0.3 0.353
H -0.42391 -4.74939 0.44892 -0.4 -0.7 -0.4 0.198
H 1.11958 -4.11014 0.03460 0.1 -0.2 -0.2 -0.154
H -0.65678 -7.33208 0.21892 -0.3 0.6 -0.5 0.314
H 0.53848 -7.28830 1.42650 0.6 -0.4 0.2 0.461
H 0.51752 -9.39215 0.17243 0.6 -0.3 0.4 0.341
H 2.04711 -8.55289 -0.40369 0.2 -0.1 0.6 0.422
H 0.71263 -7.80399 -2.10870 0.0 0.1 -1.0 0.265
H 0.87499 -10.72903 -1.96891 0.1 -0.1 0.0 0.274
H 2.30358 -9.67549 -2.11744 0.3 -0.2 -0.1 0.303
H 1.31357 -8.62770 -4.10831 0.2 0.3 -0.5 0.262
H 0.08075 -9.84699 -4.35041 -0.6 0.1 0.9 0.350
H 2.38071 -11.15564 -6.57172 -0.4 0.1 -0.1 0.233
H 1.59691 -9.51157 -6.31115 0.5 0.1 -1.0 0.316
H 0.56927 -10.85159 -6.18892 0.0 -0.8 -0.4 0.298
C -1.39915 2.89020 1.74883 -0.4 0.1 0.6 -0.715
O -2.35335 3.35240 0.81753 0.4 0.5 0.2 -0.442
C -3.20320 2.39692 0.20899 0.5 -1.7 -1.0 -0.098
C -3.93015 2.85459 -1.03762 -0.8 1.8 -0.1 -0.751
N -5.05118 3.73899 -0.76077 -1.0 0.5 0.7 -0.395
C -4.65064 5.09425 -0.37657 -1.3 -0.4 1.2 -0.443
C -5.87150 5.99756 0.05534 1.5 0.0 0.3 -0.666
O -6.36127 5.76080 1.40849 -0.2 -0.2 -1.3 -0.273
C -7.46697 6.58730 1.76308 0.2 0.5 0.1 -0.777
H -1.15650 1.82795 1.71957 -0.3 -0.3 -0.5 0.128
H -1.70340 3.10697 2.77281 -0.6 -0.1 0.2 0.584
H -0.44953 3.42363 1.70665 0.1 0.3 -0.9 0.246
H -3.87131 1.87059 0.89068 -0.2 0.5 0.4 0.552
H -2.59856 1.59408 -0.21286 0.6 -0.3 0.2 -0.056
H -4.33130 2.01454 -1.60463 0.2 -0.3 0.3 0.349
H -3.27461 3.38548 -1.72793 0.7 -0.3 0.1 0.352
H -5.62446 3.90632 -1.57530 -0.1 -0.7 -0.3 0.303
H -4.14623 5.53711 -1.23536 0.2 0.7 0.1 0.320
H -3.97523 5.00575 0.47437 0.1 0.3 -0.1 0.234
H -6.60832 6.00031 -0.74789 -0.7 -0.4 0.3 0.363
H -5.44960 7.00173 0.01379 0.0 0.4 0.2 0.393
H -7.77670 6.44006 2.79772 0.4 -0.6 0.0 0.259
H -8.36870 6.47092 1.16187 0.1 -0.3 -0.4 0.303
H -7.20059 7.64414 1.74788 0.2 0.2 -0.4 0.319
C 3.05157 -2.86979 -1.86526 0.9 -0.1 -0.1 -0.649
O 1.89791 -2.10031 -2.04705 0.2 0.4 -0.5 -0.524
H 3.57365 -2.58903 -0.95054 -0.1 -0.3 0.5 0.207
H 2.83185 -3.93702 -1.89397 0.1 -0.1 0.2 0.222
H 3.81793 -2.66018 -2.61149 -0.4 0.1 -0.5 0.317
H 1.45853 -2.11105 -1.19357 -0.6 0.0 0.0 0.396
C 2.98981 -2.36054 2.69411 -0.4 2.9 -0.4 -0.379
O 3.62587 -3.51239 2.98116 0.7 -2.5 0.2 -0.527
H 3.63108 -1.55788 3.05827 -0.3 0.8 0.3 0.314
H 2.81468 -2.08503 1.65415 0.2 -0.7 -0.5 0.131
H 1.99457 -2.28349 3.13191 0.0 -0.3 0.5 0.138
H 4.57470 -3.36675 2.97103 -0.1 -0.2 -0.1 0.328
C -0.61613 -1.42210 0.69251 -1.4 -0.2 -0.4 -0.283
O 0.65066 -1.73952 0.27986 1.8 -0.2 0.3 0.165
H -1.05877 -0.88301 -0.14508 -1.0 0.0 0.4 0.072
H -1.10713 -2.36989 0.91323 -0.5 0.3 0.0 0.129
H -0.58628 -0.78022 1.57297 -0.3 0.1 0.3 -0.079
H 1.04232 -0.86320 0.26340 1.1 0.1 -0.3 -0.005
O 2.16698 0.49366 0.32494 0.1 0.1 0.5 -0.489
H 2.10362 1.36730 0.71090 -0.1 0.3 0.0 0.079
H 2.60636 0.63319 -0.51393 0.1 -0.1 -0.5 0.224
O -4.06936 -3.67525 -0.01042 0.1 0.1 -0.3 -0.664
H -4.87548 -3.55467 0.49145 -0.3 0.0 0.1 0.329
H -3.45836 -4.07411 0.60911 0.2 -0.2 0.1 0.292
O -3.65504 -0.83663 -0.35122 0.2 0.6 0.1 -0.530
H -4.42187 -0.50420 -0.81780 -0.2 0.2 -0.1 0.273
H -3.69801 -1.78611 -0.46474 0.0 -0.7 0.0 0.312
```
Forces are in eV/Å.